No. 1
C25H20LuNO8P2S2 | ωB97M-V/def2-TZVPD

Last column: natural (NBO) charge in e.
Positions of all 59 atoms, in Å:
Lu1 0.70 -1.58 0.85  2.223
O1 3.02 -2.19 4.18  -0.994
P1 2.40 -0.76 3.70  2.562
O2 2.35 0.20 4.80  -1.097
O3 1.22 -1.16 2.83  -1.237
O4 3.66 -0.28 2.68  -1.086
P2 3.55 -0.27 1.10  2.553
O5 3.19 -1.96 0.84  -1.059
O6 4.71 0.31 0.42  -1.067
O7 2.12 0.17 0.80  -1.248
H1 3.42 -2.04 5.02  0.502
H2 4.01 -2.50 0.69  0.527
S1 0.21 -2.87 -3.93  0.397
C1 0.83 -1.26 -3.94  -0.235
C2 1.15 -0.51 -5.08  -0.219
C3 1.71 0.75 -4.88  -0.201
C4 1.80 1.27 -3.56  -0.197
C5 1.46 0.51 -2.46  -0.238
C6 0.95 -0.76 -2.64  0.185
N1 0.52 -1.69 -1.63  -0.603
C7 0.15 -2.79 -2.18  0.167
C8 -0.37 -3.92 -1.35  -0.187
C9 -0.98 -4.99 -2.04  -0.140
C10 -1.71 -5.90 -1.35  -0.253
C11 -1.85 -5.76 0.04  -0.194
C12 -1.19 -4.75 0.72  -0.240
C13 -0.39 -3.80 0.03  -0.475
H3 1.07 -0.91 -6.05  0.220
H4 2.00 1.31 -5.79  0.220
H5 2.13 2.28 -3.48  0.215
H6 1.66 0.90 -1.47  0.249
H7 -0.98 -5.12 -3.12  0.200
H8 -2.24 -6.69 -1.86  0.212
H9 -2.46 -6.43 0.67  0.210
H10 -1.24 -4.71 1.79  0.199
O8 -0.77 0.09 0.92  -1.048
S2 -0.47 1.46 1.61  1.295
C14 -0.11 2.64 0.28  -0.230
C15 -1.19 3.10 -0.49  -0.195
C16 -0.80 3.95 -1.54  -0.194
C17 0.47 4.48 -1.63  -0.200
C18 1.44 4.04 -0.75  -0.179
C19 1.18 3.11 0.24  -0.209
C20 -2.09 1.96 2.21  -0.247
C21 -3.07 0.99 2.33  -0.194
C22 -4.26 1.33 2.92  -0.205
C23 -4.46 2.64 3.40  -0.184
C24 -3.41 3.55 3.46  -0.190
C25 -2.25 3.21 2.77  -0.202
H11 -2.16 2.65 -0.51  0.240
H12 -1.48 4.25 -2.34  0.220
H13 0.75 5.08 -2.49  0.224
H14 2.47 4.48 -0.82  0.226
H15 2.00 2.83 0.87  0.264
H16 -2.85 -0.03 1.97  0.249
H17 -5.08 0.66 2.95  0.222
H18 -5.47 2.92 3.81  0.223
H19 -3.50 4.54 3.80  0.222
H20 -1.47 3.92 2.67  0.223

Properties
- maximum force (eV/Å) = 2.85
- HOMO (eV) = -8.4919
- orbital gap (eV) = 8.317
- E_tot (eV) = -117998.6447

No. 2
C18H26IO5P | ωB97M-V/def2-TZVPD

Last column: natural (NBO) charge in e.
Positions of all 51 atoms, in Å:
O1 3.14 2.54 -2.78  -0.494
C1 3.05 1.61 -3.55  0.519
C2 4.25 0.88 -4.06  -0.228
C3 4.24 0.36 -5.29  -0.238
C4 2.98 0.42 -6.10  0.510
O2 2.97 0.47 -7.31  -0.494
C5 1.72 0.42 -5.29  -0.050
C6 0.57 -0.24 -5.69  -0.237
C7 -0.54 -0.26 -4.85  -0.360
P1 -1.89 -1.47 -5.20  1.008
O3 -0.96 -2.75 -5.63  -0.977
I1 -2.53 -1.99 -2.89  -0.172
C8 -0.58 0.63 -3.77  -0.190
C9 0.55 1.32 -3.38  -0.157
C10 1.74 1.12 -4.08  -0.135
H1 5.11 0.80 -3.40  0.235
H2 5.10 -0.10 -5.74  0.237
H3 0.54 -0.71 -6.67  0.242
H4 -0.02 -2.58 -5.48  0.495
H5 -1.51 0.79 -3.24  0.243
H6 0.55 2.00 -2.54  0.242
C11 -3.15 3.08 1.23  -0.645
C12 -3.75 1.78 0.71  -0.063
O4 -2.90 1.07 -0.18  -0.539
C13 -1.65 0.66 0.35  -0.067
C14 -1.76 -0.29 1.53  -0.650
H7 -2.84 3.72 0.40  0.212
H8 -3.89 3.61 1.83  0.216
H9 -2.28 2.90 1.86  0.203
H10 -4.64 2.00 0.13  0.187
H11 -4.05 1.14 1.54  0.160
H12 -1.04 1.53 0.60  0.158
H13 -1.15 0.15 -0.48  0.186
H14 -2.21 0.20 2.40  0.197
H15 -0.77 -0.64 1.82  0.231
H16 -2.38 -1.15 1.28  0.213
C15 0.08 0.22 5.70  -0.645
C16 -0.52 -1.07 5.19  -0.064
O5 0.31 -1.78 4.29  -0.537
C17 1.56 -2.19 4.79  -0.064
C18 1.47 -3.13 5.98  -0.645
H17 0.37 0.86 4.86  0.212
H18 -0.64 0.76 6.31  0.216
H19 0.97 0.05 6.31  0.203
H20 -1.43 -0.85 4.63  0.187
H21 -0.82 -1.72 6.03  0.161
H22 2.18 -1.32 5.04  0.159
H23 2.05 -2.70 3.96  0.187
H24 1.04 -2.65 6.86  0.203
H25 2.47 -3.49 6.25  0.216
H26 0.85 -4.00 5.74  0.213

Properties
- relative energy (zero: lowest compared OMol25 entry of this formula, charge and spin) (kJ/mol) = 0.00
- SMILES = O=C1C=CC(=O)c2cc(P(O)I)ccc21.CCOCC.CCOCC
- maximum force (eV/Å) = 0.45
- HOMO (eV) = -8.9940
- orbital gap (eV) = 7.752
- E_tot (eV) = -46713.9478

No. 3
C28H34AgCl2F3N4O2 | ωB97M-V/def2-TZVPD

Last column: Mulliken charge in e.
Positions of all 74 atoms, in Å:
Ag1 17.82 -7.19 -20.12  0.433
C1 15.47 -5.51 -19.07  -0.224
O1 16.85 -5.48 -18.59  0.374
O2 15.47 -6.13 -20.26  -0.718
C2 14.40 -5.98 -18.01  0.886
F1 13.28 -5.24 -18.20  -0.296
F2 14.09 -7.29 -18.20  -0.192
F3 14.73 -5.85 -16.71  -0.279
C3 17.19 -4.90 -17.33  -0.446
C4 18.70 -4.71 -17.27  -1.064
H1 19.01 -4.07 -16.45  0.355
H2 19.21 -5.68 -17.25  0.272
H3 19.14 -4.40 -18.23  0.304
H4 16.83 -5.36 -16.42  0.344
H5 16.80 -3.87 -17.41  0.298
H6 15.23 -4.44 -19.15  -0.081
C5 16.05 -6.23 -24.19  -0.942
N1 16.55 -5.07 -23.44  0.259
C6 15.93 -3.88 -23.61  -0.389
C7 16.25 -2.83 -22.77  -0.794
C8 17.25 -2.96 -21.82  0.910
C9 17.95 -4.16 -21.73  -0.076
C10 17.59 -5.17 -22.59  -0.625
C11 17.55 -1.87 -20.88  0.410
C12 17.72 -2.18 -19.53  -0.093
C13 17.88 -1.19 -18.60  -0.503
N2 17.96 0.11 -19.00  0.074
C14 17.81 0.44 -20.29  -0.324
C15 17.58 -0.53 -21.26  -0.726
C16 18.04 1.20 -18.00  -0.989
H7 15.53 -6.96 -23.57  0.215
H8 16.95 -6.68 -24.60  0.411
H9 15.44 -5.89 -25.02  0.375
H10 15.20 -3.83 -24.39  0.394
H11 15.68 -1.91 -22.81  0.538
H12 18.71 -4.36 -20.98  0.256
H13 18.12 -6.10 -22.46  0.630
H14 17.83 -3.19 -19.15  -0.219
H15 18.05 -1.29 -17.54  0.621
H16 17.74 1.47 -20.58  0.396
H17 17.45 -0.26 -22.29  0.556
H18 17.45 0.93 -17.12  0.413
H19 17.50 2.05 -18.41  0.367
H20 19.08 1.44 -17.84  0.315
C17 17.05 -14.70 -14.14  -0.877
N3 16.40 -14.12 -15.31  0.013
C18 17.12 -13.82 -16.39  -0.129
C19 16.55 -13.12 -17.44  -0.691
C20 15.22 -12.71 -17.33  0.615
C21 14.49 -13.07 -16.22  -0.664
C22 15.09 -13.83 -15.23  -0.384
C23 14.74 -11.69 -18.30  1.108
C24 15.49 -10.58 -18.68  -0.848
C25 15.03 -9.71 -19.66  -0.017
N4 13.80 -9.84 -20.18  0.241
C26 13.03 -10.85 -19.75  -0.378
C27 13.44 -11.76 -18.82  -0.739
C28 13.42 -9.01 -21.36  -0.806
H21 17.10 -13.98 -13.33  0.378
H22 18.02 -15.12 -14.37  0.289
H23 16.39 -15.47 -13.72  0.373
H24 18.12 -14.21 -16.45  0.391
H25 17.11 -12.94 -18.35  0.530
H26 13.48 -12.71 -16.06  0.492
H27 14.63 -14.08 -14.29  0.457
H28 16.44 -10.34 -18.20  0.327
H29 15.51 -8.77 -19.81  0.342
H30 12.05 -10.90 -20.21  0.400
H31 12.82 -12.60 -18.55  0.513
H32 13.73 -7.99 -21.12  0.245
H33 12.34 -9.01 -21.48  0.355
H34 13.93 -9.51 -22.17  0.339
Cl1 18.52 -8.55 -17.80  -0.705
Cl2 20.43 -6.34 -20.71  -0.596

Properties
- relative energy (zero: lowest compared OMol25 entry of this formula, charge and spin) (kJ/mol) = 0.00
- net charge = +2
- maximum force (eV/Å) = 2.10
- HOMO (eV) = -10.9496
- orbital gap (eV) = 4.453
- E_tot (eV) = -76823.8492

No. 4
C3H7OS | ωB97M-V/def2-TZVPD

Last column: natural (NBO) charge in e.
Positions of all 12 atoms, in Å:
C1 1.43 1.79 -0.92  -0.751
S1 -0.18 2.18 -0.21  -0.635
H1 2.24 1.29 -0.39  0.178
H2 1.92 2.75 -1.16  0.175
H3 1.30 1.28 -1.89  0.175
C2 -1.76 -1.66 0.25  -0.573
C3 -0.66 -1.53 1.02  0.198
O1 0.21 -0.54 0.89  -0.791
H4 -2.33 -2.56 0.43  0.168
H5 -1.85 -1.15 -0.69  0.212
H6 -0.39 -2.32 1.72  0.131
H7 0.06 0.48 0.94  0.513

Properties
- relative energy (zero: lowest compared OMol25 entry of this formula, charge and spin) (kJ/mol) = 146.55
- net charge = -1
- maximum force (eV/Å) = 2.21
- HOMO (eV) = -2.6208
- orbital gap (eV) = 6.814
- E_tot (eV) = -16106.7585

No. 5
C5H6Cl2GdO3SSc | ωB97M-V/def2-TZVPD

Last column: Löwdin spin population.
Positions of all 19 atoms, in Å:
Sc1 0.82 -0.81 -3.83  -0.011
Gd1 -0.07 -0.16 -0.14  6.731
Cl1 -1.25 -0.27 -2.62  -0.020
Cl2 1.99 -0.86 -1.70  -0.024
C1 -0.62 -1.93 1.27  -0.023
C2 0.29 -0.08 -5.87  0.000
C3 0.42 -2.23 -5.50  0.000
O1 -0.78 -2.70 2.13  0.000
O2 0.09 0.21 -6.99  0.000
O3 0.11 -2.96 -6.39  0.000
C4 0.93 2.16 2.81  0.032
S1 0.16 0.59 2.46  0.259
C5 -1.15 0.42 3.79  0.024
H1 1.78 2.24 2.11  0.000
H2 1.30 2.27 3.83  0.007
H3 0.19 2.93 2.59  0.011
H4 -0.73 0.47 4.79  0.010
H5 -1.80 1.27 3.61  0.005
H6 -1.66 -0.54 3.63  -0.001

Properties
- relative energy (zero: lowest compared OMol25 entry of this formula, charge and spin) (kJ/mol) = 0.00
- net charge = +4
- spin multiplicity = 8
- maximum force (eV/Å) = 10.14
- HOMO (alpha / beta) (eV) = -24.0388 / -23.2717
- orbital gap (alpha / beta) (eV) = 6.901 / 5.549
- E_tot (eV) = -88793.3427

No. 6
C17H16BF2NO4 | ωB97M-V/def2-TZVPD

Last column: Mulliken charge in e.
Positions of all 41 atoms, in Å:
O1 -2.32 -1.35 1.29  -0.650
F1 3.16 -1.88 3.79  -0.348
F2 2.16 -0.09 4.80  -0.313
O2 -2.78 -2.97 2.83  -0.317
O3 0.97 -2.15 4.57  -0.593
O4 1.58 -0.68 2.59  -0.547
C1 -1.96 -1.94 2.28  0.194
C2 0.29 -0.83 2.19  0.992
C3 -1.11 -3.45 4.49  -0.573
C4 -0.20 -2.43 4.00  0.604
C5 -0.64 -1.71 2.82  -0.215
C6 -2.28 -3.70 3.82  0.616
C7 -0.01 -0.18 1.01  -0.731
C8 0.92 0.65 0.46  -0.201
C9 1.81 2.06 -1.29  -0.788
C10 -0.40 1.12 -1.66  -0.977
C11 1.69 2.71 -2.52  -0.476
C12 -0.45 1.67 -2.94  -0.580
C13 0.78 1.27 -0.83  0.965
C14 0.66 2.42 -3.37  0.952
N1 0.74 2.85 -4.73  0.093
B1 1.97 -1.16 3.95  0.596
C15 -3.09 -4.81 4.41  -1.311
C16 1.92 3.48 -5.20  -1.113
C17 -0.49 2.83 -5.56  -1.060
H1 -0.70 -4.02 5.32  0.379
H2 -1.02 -0.26 0.63  0.628
H3 1.87 0.87 0.97  0.465
H4 2.42 2.45 -0.49  0.311
H5 -1.25 0.41 -1.44  0.211
H6 2.47 3.47 -2.69  0.255
H7 -1.27 1.58 -3.64  0.361
H8 -3.87 -4.58 5.14  0.277
H9 -3.46 -5.35 3.55  0.398
H10 -2.44 -5.61 4.86  0.349
H11 1.77 3.67 -6.22  0.386
H12 2.76 2.78 -5.10  0.378
H13 2.04 4.43 -4.69  0.326
H14 -0.49 1.86 -6.14  0.306
H15 -1.37 3.03 -4.89  0.364
H16 -0.42 3.53 -6.38  0.387

Properties
- maximum force (eV/Å) = 3.34
- HOMO (eV) = -7.8802
- orbital gap (eV) = 6.515
- E_tot (eV) = -33683.1460

No. 7
C41H41N4O4Ta | ωB97M-V/def2-TZVPD

Last column: Mulliken charge in e.
Positions of all 91 atoms, in Å:
Ta1 -0.28 -0.49 0.75  2.598
O1 -0.07 -1.47 -0.78  -0.048
C1 -0.09 -1.41 -2.23  1.912
C2 -0.51 0.05 -2.52  -1.776
C3 0.43 1.07 -1.92  0.561
C4 1.15 1.92 -2.74  -0.781
C5 2.02 2.84 -2.18  -1.066
C6 2.15 2.90 -0.81  -0.773
C7 1.41 2.03 -0.03  -0.050
C8 1.57 2.00 1.47  -1.891
C9 2.28 0.71 1.93  3.797
O2 1.46 -0.39 1.44  -0.709
C10 2.33 0.58 3.45  -1.519
C11 2.76 -0.64 3.97  0.133
C12 2.78 -0.85 5.34  -1.022
C13 2.38 0.16 6.21  -0.514
C14 1.98 1.38 5.69  -1.079
C15 1.95 1.59 4.32  0.282
C16 3.66 0.62 1.30  -0.536
C17 3.86 0.00 0.08  0.320
C18 5.11 0.02 -0.52  -0.581
C19 6.17 0.66 0.10  -0.697
C20 5.98 1.29 1.32  -0.968
C21 4.73 1.27 1.92  -0.839
N1 0.56 1.13 -0.58  0.389
C22 1.31 -1.71 -2.73  -0.096
C23 1.71 -1.29 -4.00  -0.061
C24 2.97 -1.62 -4.49  -1.021
C25 3.84 -2.37 -3.72  -0.625
C26 3.44 -2.80 -2.46  -0.878
C27 2.19 -2.47 -1.97  0.035
C28 -1.14 -2.40 -2.70  0.058
C29 -2.45 -2.26 -2.26  -0.176
C30 -3.42 -3.17 -2.64  -0.971
C31 -3.09 -4.23 -3.47  -0.611
C32 -1.78 -4.38 -3.91  -1.102
C33 -0.81 -3.47 -3.52  -0.245
H1 -1.52 0.19 -2.12  0.408
H2 -0.57 0.20 -3.59  0.765
H3 1.04 1.85 -3.81  0.589
H4 2.60 3.51 -2.81  0.475
H5 2.83 3.59 -0.33  0.574
H6 0.59 2.08 1.95  0.487
H7 2.16 2.86 1.78  0.903
H8 3.08 -1.43 3.29  0.451
H9 3.11 -1.80 5.73  0.471
H10 2.41 0.00 7.27  0.473
H11 1.69 2.19 6.36  0.477
H12 1.64 2.56 3.95  0.467
H13 3.04 -0.51 -0.41  -0.017
H14 5.25 -0.48 -1.47  0.473
H15 7.15 0.67 -0.37  0.453
H16 6.80 1.79 1.81  0.440
H17 4.59 1.74 2.89  0.465
H18 1.03 -0.74 -4.64  0.464
H19 3.26 -1.30 -5.48  0.466
H20 4.81 -2.64 -4.10  0.467
H21 4.11 -3.41 -1.86  0.440
H22 1.88 -2.84 -1.00  0.544
H23 -2.73 -1.46 -1.57  0.124
H24 -4.44 -3.06 -2.28  0.443
H25 -3.85 -4.94 -3.78  0.430
H26 -1.51 -5.20 -4.55  0.450
H27 0.21 -3.60 -3.86  0.493
N2 -0.64 -0.28 3.18  -0.141
C34 -1.67 -1.26 3.61  -0.502
C35 -2.51 -1.52 2.37  0.465
O3 -3.70 -1.46 2.30  -0.588
O4 -1.70 -1.74 1.33  -0.622
H28 0.24 -0.45 3.65  0.024
H29 -0.92 0.65 3.45  0.266
H30 -2.28 -0.89 4.44  0.387
H31 -1.19 -2.19 3.90  0.307
N3 -1.81 0.97 0.82  -0.568
C36 -2.89 1.40 0.66  0.530
N4 -4.04 1.90 0.49  -0.001
C37 -4.28 3.01 -0.47  -0.754
C38 -5.32 2.58 -1.49  -0.466
C39 -6.59 2.07 -0.80  -0.722
C40 -6.27 0.93 0.15  -0.460
C41 -5.24 1.34 1.19  -0.558
H32 -3.33 3.28 -0.93  0.449
H33 -4.63 3.86 0.12  0.320
H34 -4.90 1.80 -2.13  0.242
H35 -5.55 3.44 -2.13  0.370
H36 -7.31 1.75 -1.55  0.345
H37 -7.06 2.89 -0.25  0.324
H38 -5.89 0.06 -0.40  0.216
H39 -7.17 0.60 0.68  0.372
H40 -4.91 0.50 1.80  0.348
H41 -5.62 2.14 1.83  0.291

Properties
- relative energy (zero: lowest compared OMol25 entry of this formula, charge and spin) (kJ/mol) = 0.00
- net charge = +2
- maximum force (eV/Å) = 0.58
- HOMO (eV) = -13.7058
- orbital gap (eV) = 7.444
- E_tot (eV) = -58876.7388

No. 8
C29H58N8O6P2 | ωB97M-V/def2-TZVPD

Last column: Mulliken charge in e.
Positions of all 103 atoms, in Å:
H1 -4.77 -4.90 -3.42  0.290
N1 -4.49 -5.89 -3.35  -0.679
C1 -3.54 -6.00 -2.49  0.600
C2 -2.90 -7.40 -2.21  -1.074
C3 -3.06 -4.68 -1.78  -0.748
N2 -3.64 -4.46 -0.42  0.207
C4 -3.47 -3.02 -0.26  -0.451
O1 -2.42 -2.44 -0.25  -0.554
C5 -4.84 -2.31 -0.08  0.618
C6 -5.17 -0.91 0.02  -0.627
C7 -6.61 -0.60 0.22  0.741
C8 -7.01 0.91 0.30  -0.842
O2 -6.56 1.58 1.48  -0.400
C9 -5.21 2.04 1.36  -0.729
C10 -7.56 -1.72 0.31  -1.074
C11 -7.16 -3.13 0.19  0.338
C12 -8.24 -4.25 0.32  -0.972
C13 -7.97 -4.99 1.71  -0.572
C14 -7.89 -4.01 2.94  -0.519
O3 -6.59 -3.50 3.21  -0.321
C15 -5.70 -4.50 3.74  -0.670
C16 -5.75 -3.46 -0.02  0.600
C17 -5.03 -4.81 -0.21  0.271
O4 -5.50 -5.91 -0.15  -0.564
H2 -3.54 -8.06 -1.59  0.230
H3 -2.67 -7.88 -3.20  0.372
H4 -1.90 -7.19 -1.74  0.284
H5 -1.94 -4.79 -1.63  0.335
H6 -3.26 -3.81 -2.45  0.358
H7 -4.38 -0.14 -0.06  0.617
H8 -6.58 1.41 -0.61  0.404
H9 -8.13 1.03 0.21  0.345
H10 -4.99 2.92 2.02  0.294
H11 -4.89 2.30 0.32  0.297
H12 -4.53 1.21 1.72  0.326
H13 -8.63 -1.45 0.47  0.258
H14 -9.25 -3.77 0.43  0.384
H15 -8.23 -4.96 -0.54  0.357
H16 -8.85 -5.67 1.90  0.377
H17 -7.07 -5.66 1.64  0.325
H18 -8.59 -3.14 2.81  0.335
H19 -8.25 -4.59 3.84  0.393
H20 -5.46 -4.21 4.81  0.260
H21 -6.08 -5.54 3.66  0.366
H22 -4.72 -4.44 3.19  0.146
C18 2.06 3.33 -0.06  -0.877
N3 0.92 3.17 0.80  0.270
C19 0.70 4.37 1.58  -1.148
P1 0.25 1.76 1.49  0.834
O5 -1.15 1.99 0.92  -0.825
N4 0.50 0.30 0.58  0.309
C20 0.63 0.34 -0.87  -1.112
C21 -0.48 -0.74 0.94  -1.366
N5 1.80 1.43 2.33  -0.011
C22 2.90 0.66 1.76  -0.726
C23 1.58 0.97 3.71  -1.056
H23 3.01 3.35 0.50  0.367
H24 1.99 4.26 -0.62  0.432
H25 2.13 2.55 -0.82  0.018
H26 1.47 4.50 2.36  0.301
H27 -0.27 4.34 2.09  0.323
H28 0.69 5.27 0.95  0.373
H29 -0.10 1.00 -1.35  0.347
H30 0.52 -0.65 -1.31  0.329
H31 1.64 0.65 -1.16  0.278
H32 -1.45 -0.56 0.47  0.564
H33 -0.62 -0.77 2.02  0.334
H34 -0.12 -1.72 0.63  0.302
H35 2.69 -0.42 1.74  0.282
H36 3.80 0.82 2.36  0.390
H37 3.15 0.98 0.75  0.115
H38 1.19 -0.05 3.74  0.353
H39 0.85 1.63 4.21  0.330
H40 2.50 1.02 4.30  0.357
C24 7.23 1.78 -3.37  -0.926
N6 6.56 3.00 -3.01  0.278
C25 6.02 3.66 -4.20  -1.191
P2 6.82 4.06 -1.70  0.900
O6 5.38 4.00 -1.20  -0.780
N7 7.46 3.31 -0.27  0.177
C26 7.17 1.91 0.04  -1.185
C27 7.20 4.11 0.93  -1.033
N8 8.51 4.33 -2.24  -0.092
C28 9.64 3.51 -1.84  -0.880
C29 8.89 5.75 -2.13  -1.047
H41 8.16 1.96 -3.92  0.327
H42 6.59 1.17 -4.02  0.357
H43 7.44 1.15 -2.51  0.170
H44 6.83 4.08 -4.82  0.319
H45 5.35 4.47 -3.93  0.327
H46 5.44 2.96 -4.81  0.366
H47 6.12 1.65 -0.13  0.364
H48 7.41 1.67 1.07  0.396
H49 7.81 1.25 -0.55  0.259
H50 6.17 4.01 1.28  0.210
H51 7.38 5.17 0.73  0.362
H52 7.88 3.82 1.74  0.343
H53 9.95 3.69 -0.81  0.305
H54 10.49 3.72 -2.49  0.363
H55 9.44 2.44 -1.95  0.263
H56 9.03 6.04 -1.08  0.344
H57 8.10 6.38 -2.55  0.331
H58 9.81 5.96 -2.68  0.355

Properties
- SMILES = [H]/N=C(/C)CN1C(=O)c2cc(COC)cc(CCCOC)c2C1=O.CN(C)P(=O)(N(C)C)N(C)C.CN(C)P(=O)(N(C)C)N(C)C
- maximum force (eV/Å) = 7.48
- HOMO (eV) = -7.5903
- orbital gap (eV) = 6.542
- E_tot (eV) = -73787.8424

> Number 3 is which compound?

C28H34AgCl2F3N4O2